Entry 1:
This record from the OMol25 dataset describes a structure of composition C15H53B2BaO20P5 in a non-equilibrium geometry. The level of theory is ωB97M-V/def2-TZVPD.

Values from the calculation:
Orbital gap ... 0.1806 Ha
E_tot ... -105853.819 eV
Highest occupied orbital energy ... -7.68 eV
Energy above the lowest of the compared OMol25 structures with the same formula, charge and spin ... 304.3 kcal/mol

Structure (XYZ):
```
96
Properties=species:S:1:pos:R:3:forces:R:3
Ba 1.610333 2.078818 -0.767732 1.07 1.11 -0.50
B 1.452948 6.290722 -2.289225 -0.05 -0.47 0.59
H 1.683903 5.477730 -2.960013 1.20 -3.66 -3.09
H 2.211699 6.351341 -1.524470 2.88 0.08 3.42
H 1.490110 7.220605 -2.835278 0.05 3.46 -2.26
H 0.445220 6.112558 -1.947169 -4.18 -0.61 1.83
B 6.347043 1.639145 -0.852499 -0.34 0.32 -0.08
H 6.081259 1.993692 -1.836321 -1.05 1.54 -4.12
H 5.728484 0.777053 -0.656472 -2.66 -4.03 1.01
H 7.400009 1.405028 -0.826404 3.98 -1.10 0.22
H 6.109232 2.410937 -0.136944 -0.95 3.24 3.05
C 0.033602 -5.620341 -3.699273 0.27 0.50 0.34
O 1.125453 -5.403193 -4.604919 1.87 0.66 -0.03
P 2.397534 -4.482138 -4.164871 -0.02 0.80 -0.68
O 2.035118 -3.073558 -3.781709 0.78 -2.61 0.08
O 3.198538 -5.378624 -3.062133 -1.16 1.23 -0.04
C 3.532826 -6.737538 -3.268589 1.13 -0.71 -1.46
O 3.382633 -4.541088 -5.478511 -1.97 -0.38 2.01
C 4.677710 -3.950649 -5.392878 0.83 0.40 -1.91
H -0.845890 -5.210621 -4.195987 -0.13 -0.50 0.15
H 0.157674 -5.091017 -2.754538 0.15 0.27 -0.05
H -0.000495 -6.675387 -3.427592 -0.31 -0.02 -0.47
H 3.536567 -7.001152 -4.326222 -0.51 0.17 -0.27
H 2.940007 -7.504007 -2.769397 -0.27 0.61 0.43
H 4.593042 -6.873257 -3.054983 -0.08 0.14 0.71
H 5.370536 -4.708603 -5.758371 0.23 -0.18 0.74
H 5.023882 -3.403458 -4.516037 -0.58 -0.60 0.47
H 4.735409 -3.225890 -6.204970 -0.27 0.31 0.05
C 5.928268 2.181032 5.639463 0.89 0.01 0.60
O 5.101723 3.025920 6.538770 0.69 0.14 -1.92
P 4.356653 4.244926 5.774704 0.65 -0.77 1.63
O 3.534783 3.798943 4.653834 0.15 0.59 -0.36
O 3.477204 4.830644 6.968297 -0.12 -0.54 0.07
C 4.056239 5.476759 8.103408 0.31 1.16 -0.27
O 5.541484 5.339855 5.537979 -1.52 -3.70 1.17
C 5.182414 6.512984 4.911203 1.36 1.76 -1.29
H 5.572961 1.157961 5.516246 -0.73 0.33 0.19
H 6.916564 2.070684 6.085777 -0.11 0.22 0.42
H 6.156486 2.587573 4.654205 -0.67 0.39 0.02
H 4.593021 6.318017 7.664933 0.31 0.17 0.60
H 4.717415 4.901723 8.751707 0.05 -0.55 -0.56
H 3.288385 5.880678 8.763217 -0.36 -0.20 -0.42
H 5.549145 7.269887 5.604538 -0.66 0.64 -0.30
H 4.163064 6.629483 4.543167 -0.16 -0.16 0.55
H 5.831047 6.542957 4.035716 -0.15 0.46 -0.25
C -4.926716 -0.913113 -7.718213 0.76 -0.21 -0.19
O -4.055585 -0.399895 -6.682782 0.74 2.36 -0.15
P -3.269809 1.063183 -6.791667 0.93 -1.14 -2.02
O -2.301880 1.313099 -5.722221 -0.78 -0.47 0.54
O -2.475904 1.082836 -8.238493 -1.08 -0.08 0.92
C -1.508213 0.036138 -8.501774 -0.32 -0.30 0.61
O -4.399385 2.169418 -7.026291 1.16 -1.34 -0.49
C -4.989486 2.672799 -5.852019 -0.46 1.41 0.99
H -4.377017 -1.793672 -8.050681 -0.68 -0.40 0.03
H -5.058809 -0.318183 -8.621943 0.28 0.66 0.30
H -5.919786 -1.099603 -7.309380 0.27 -0.26 0.14
H -0.503128 0.367983 -8.762118 -0.37 0.84 -0.19
H -1.901894 -0.573054 -9.315403 0.07 -0.11 0.15
H -1.337363 -0.539009 -7.591760 -0.26 -0.34 -0.07
H -4.451145 2.485776 -4.922873 0.16 -0.72 -0.17
H -6.025004 2.341348 -5.775006 0.08 0.03 -0.02
H -4.921888 3.759488 -5.903470 -0.45 0.06 -0.29
C 0.365947 -2.734830 6.211457 -1.21 -0.90 -0.84
O -0.657099 -3.246788 5.259807 0.35 0.71 -0.82
P -0.229587 -3.656591 3.740528 0.00 0.35 0.06
O 0.435774 -2.633418 2.846695 -1.15 -2.06 1.93
O 0.609361 -5.003742 4.091779 0.17 1.17 -1.07
C 2.008259 -5.032692 3.798824 1.13 -0.73 -0.40
O -1.615393 -4.249606 3.150321 1.91 1.25 -0.02
C -2.733340 -4.457183 3.968516 -0.64 -0.34 1.40
H 0.692965 -3.612077 6.769668 0.66 0.10 -0.33
H -0.140482 -2.118528 6.954288 -0.07 0.30 -0.49
H 1.096643 -2.197589 5.606832 0.27 -0.06 0.59
H 2.571825 -5.242212 4.708000 -0.16 0.39 0.16
H 2.418642 -4.182356 3.254206 -0.50 0.54 0.50
H 2.290743 -5.842780 3.126458 -0.69 -0.43 -0.02
H -3.494428 -4.966793 3.377628 0.17 0.01 0.15
H -3.137042 -3.557777 4.433484 -0.03 0.43 -0.64
H -2.432851 -5.009963 4.858596 -0.18 -0.66 -0.21
C -7.978071 2.324113 1.420125 -0.16 2.35 0.01
O -6.575028 2.610330 1.318354 2.21 -2.21 0.28
P -5.487462 1.455748 1.765592 0.21 0.48 -2.42
O -4.090549 1.815368 1.280738 -3.07 -0.79 1.66
O -5.841070 1.124463 3.281588 0.12 -1.77 -2.28
C -5.295797 1.934898 4.232611 1.14 1.75 1.65
O -6.127723 0.094073 1.163287 0.96 0.76 0.10
C -6.058991 -0.047293 -0.257992 -0.68 -0.99 -0.65
H -8.350807 1.325218 1.646825 0.62 0.02 0.02
H -8.377516 2.736760 0.493702 -0.28 -0.57 -0.15
H -8.231327 3.089702 2.153513 -0.94 -0.60 0.42
H -4.292547 2.274825 3.975634 -0.02 0.34 -0.41
H -5.092853 1.404899 5.163208 -0.81 -0.11 0.07
H -5.988401 2.773575 4.303411 0.38 0.29 0.84
H -6.128298 -1.098102 -0.539264 0.38 -0.31 0.63
H -5.142873 0.321606 -0.719229 -0.20 0.45 0.24
H -6.988856 0.302069 -0.706751 0.24 0.87 -0.06
```
Positions in Å, forces in eV/Å.

Want to see where the charge sits? The Löwdin charges in e are: atom 1 (Ba): 1.793, atom 2 (B): -0.445, atom 3 (H): -0.129, atom 4 (H): -0.108, atom 5 (H): -0.092, atom 6 (H): -0.117, atom 7 (B): -0.449, atom 8 (H): -0.115, atom 9 (H): -0.134, atom 10 (H): -0.099, atom 11 (H): -0.118, atom 12 (C): -0.093, atom 13 (O): -0.240, atom 14 (P): 0.494, atom 15 (O): -0.269, atom 16 (O): -0.228, atom 17 (C): -0.119, atom 18 (O): -0.235, atom 19 (C): -0.112, atom 20 (H): 0.093, atom 21 (H): 0.083, atom 22 (H): 0.089, atom 23 (H): 0.084, atom 24 (H): 0.090, atom 25 (H): 0.092, atom 26 (H): 0.088, atom 27 (H): 0.100, atom 28 (H): 0.086, atom 29 (C): -0.077, atom 30 (O): -0.217, atom 31 (P): 0.395, atom 32 (O): -0.229, atom 33 (O): -0.210, atom 34 (C): -0.088, atom 35 (O): -0.225, atom 36 (C): -0.142, atom 37 (H): 0.084, atom 38 (H): 0.081, atom 39 (H): 0.086, atom 40 (H): 0.074, atom 41 (H): 0.092, atom 42 (H): 0.089, atom 43 (H): 0.093, atom 44 (H): 0.100, atom 45 (H): 0.098, atom 46 (C): -0.096, atom 47 (O): -0.246, atom 48 (P): 0.455, atom 49 (O): -0.237, atom 50 (O): -0.238, atom 51 (C): -0.094, atom 52 (O): -0.204, atom 53 (C): -0.122, atom 54 (H): 0.087, atom 55 (H): 0.087, atom 56 (H): 0.087, atom 57 (H): 0.088, atom 58 (H): 0.085, atom 59 (H): 0.080, atom 60 (H): 0.082, atom 61 (H): 0.092, atom 62 (H): 0.095, atom 63 (C): -0.033, atom 64 (O): -0.274, atom 65 (P): 0.484, atom 66 (O): -0.279, atom 67 (O): -0.215, atom 68 (C): -0.118, atom 69 (O): -0.210, atom 70 (C): -0.129, atom 71 (H): 0.088, atom 72 (H): 0.085, atom 73 (H): 0.087, atom 74 (H): 0.087, atom 75 (H): 0.081, atom 76 (H): 0.082, atom 77 (H): 0.096, atom 78 (H): 0.085, atom 79 (H): 0.085, atom 80 (C): -0.102, atom 81 (O): -0.239, atom 82 (P): 0.488, atom 83 (O): -0.274, atom 84 (O): -0.204, atom 85 (C): -0.145, atom 86 (O): -0.233, atom 87 (C): -0.107, atom 88 (H): 0.096, atom 89 (H): 0.089, atom 90 (H): 0.089, atom 91 (H): 0.087, atom 92 (H): 0.097, atom 93 (H): 0.100, atom 94 (H): 0.085, atom 95 (H): 0.089, atom 96 (H): 0.086


Entry 2:
This record from the OMol25 dataset describes a structure of composition C15H54BNO23 in a non-equilibrium geometry. The level of theory is ωB97M-V/def2-TZVPD.

Values from the calculation:
Orbital gap ... 0.2958 Ha
E_tot ... -65682.507 eV
Highest occupied orbital energy ... -9.96 eV
Energy above the lowest of the compared OMol25 structures with the same formula, charge and spin ... 102.1 kcal/mol

Structure (XYZ):
```
94
Properties=species:S:1:pos:R:3:forces:R:3
C -2.972245 0.449351 6.819670 3.74 -0.72 3.26
C -2.899245 -0.991649 6.584670 -6.85 -2.00 -1.83
C -3.268245 -1.428649 5.081670 3.81 -2.47 1.43
C -2.189245 -1.068649 4.048670 -1.51 -2.72 2.16
N -2.491245 -1.581649 2.738670 0.19 -0.95 -3.08
C -1.442245 -1.073649 1.763670 -2.39 1.71 -2.24
C -2.116245 -1.153649 0.287670 2.08 -4.55 1.71
C -3.533245 -0.901649 0.564670 -3.41 1.86 0.15
C -3.670245 -0.936649 2.129670 -3.85 2.01 0.21
C -2.538245 -3.117649 2.617670 -1.85 -2.11 -0.13
C -1.322245 -3.924649 3.216670 1.30 2.28 -2.51
C -1.531245 -5.409649 3.057670 -2.19 -1.96 2.07
H -2.017245 0.871351 6.520670 0.17 0.47 0.27
H -3.225245 0.751351 7.849670 0.99 -0.63 0.25
H -3.662245 0.992351 6.429670 -4.69 2.89 -3.75
H -3.792245 -1.590649 7.115670 1.97 1.45 -0.53
H -2.045245 -1.292649 7.019670 3.15 -1.89 0.74
H -4.226245 -1.200649 4.786670 -2.14 1.73 -0.49
H -3.350245 -2.505649 4.972670 0.20 -0.63 0.93
H -1.205245 -1.340649 4.332670 0.85 -0.42 0.34
H -2.317245 -0.088649 4.129670 0.45 4.65 -1.10
H -0.563245 -1.606649 1.899670 1.81 -0.51 0.20
H -1.451245 0.005351 1.976670 0.93 -0.38 0.20
H -1.768245 -2.120649 -0.252330 -1.33 0.76 1.42
H -1.721245 -0.551649 -0.427330 1.35 2.83 -1.41
H -4.387245 -1.471649 0.100670 1.47 -0.32 0.35
H -3.866245 0.141351 0.176670 0.90 -1.35 0.95
H -4.653245 -1.430649 2.387670 1.34 0.07 0.06
H -3.858245 0.158351 2.576670 1.07 -2.36 -0.89
H -2.869245 -3.497649 1.583670 1.91 1.38 0.51
H -3.511245 -3.554649 2.957670 0.56 1.07 1.37
H -1.009245 -3.603649 4.259670 -0.71 -0.52 -1.22
H -0.456245 -3.592649 2.478670 -1.25 -0.91 1.73
H -0.799245 -5.966649 3.592670 1.28 -0.07 0.41
H -1.573245 -5.949649 2.106670 -0.16 1.10 -0.31
H -2.434245 -5.825649 3.691670 1.04 1.20 -1.35
O 0.614755 -2.271649 -1.124330 1.15 -0.42 -0.54
C 1.186755 -1.222649 -1.336330 -4.15 -5.31 -2.72
O 1.007755 -0.519649 -2.394330 -0.88 -3.49 -3.04
B 1.201755 0.779351 -2.108330 1.61 3.80 -0.45
O 1.483755 0.792351 -0.675330 -0.10 2.26 0.06
C 1.583755 -0.400649 -0.339330 3.06 1.36 10.95
O 1.836755 -0.725649 0.880670 -0.65 -0.28 -4.70
O 0.143755 1.690351 -2.494330 0.43 -2.08 0.29
C 0.737755 2.667351 -3.156330 -3.04 1.10 2.49
O 0.129755 3.679351 -3.268330 4.03 -3.12 -4.49
C 2.119755 2.371351 -3.322330 4.68 1.08 -3.51
O 2.456755 1.261351 -2.746330 -1.02 -0.18 -0.29
O 2.828755 3.044351 -4.071330 -2.35 -1.79 3.70
O 1.117755 3.259351 0.541670 -2.44 -2.20 -0.21
H 1.977755 3.167351 -0.029330 -2.31 -0.66 0.90
H 0.285755 2.490351 0.516670 4.64 3.31 -0.51
O -1.387245 -0.931649 -4.314330 -3.44 -0.37 -1.28
H -0.628245 -1.186649 -3.901330 3.27 -1.35 1.87
H -1.242245 -0.035649 -4.520330 0.13 1.76 -0.57
O -0.460245 -4.649649 -0.035330 -2.58 4.86 -2.66
H -0.044245 -3.830649 -0.526330 -0.83 -2.70 1.57
H 0.188755 -5.182649 0.276670 3.38 -2.28 1.26
O 4.687755 1.200351 0.113670 -3.80 0.33 -2.14
H 5.333755 0.761351 0.501670 5.24 -2.68 3.21
H 4.153755 0.454351 -0.206330 0.03 0.06 -0.01
O 4.113755 -1.415649 -4.127330 -3.49 -5.25 -0.79
H 3.202755 -1.474649 -4.574330 2.41 0.54 1.06
H 4.376755 -0.562649 -4.079330 1.02 4.76 -0.26
O 2.213755 0.253351 3.223670 -0.58 -1.01 -0.63
H 3.012755 0.795351 3.280670 -0.35 -0.43 -0.63
H 2.101755 -0.270649 2.346670 0.98 2.08 2.17
O -2.493245 2.549351 -2.749330 -5.06 2.91 1.78
H -2.799245 1.723351 -2.979330 -2.04 -2.91 -0.64
H -1.654245 2.416351 -2.942330 6.54 -0.06 -1.07
O 3.390755 2.844351 -0.966330 -2.05 -2.14 1.00
H 3.723755 1.992351 -0.503330 -1.54 2.86 -1.13
H 4.223755 3.210351 -1.058330 2.40 2.02 -0.56
O 1.965755 6.228351 -3.218330 0.25 0.30 -0.49
H 1.269755 6.200351 -3.881330 -0.55 -0.31 0.23
H 2.599755 6.791351 -3.676330 0.30 0.00 0.32
O 5.076755 1.269351 -4.575330 -0.84 -2.84 -1.75
H 4.693755 2.090351 -4.747330 -1.29 2.18 -0.98
H 5.627755 1.483351 -3.890330 2.47 0.48 2.78
O 4.084755 3.692351 -5.839330 1.39 5.37 -4.42
H 3.655755 4.640351 -6.106330 1.99 -3.37 0.71
H 3.398755 3.407351 -5.313330 -2.02 -0.96 1.35
O 2.990755 -2.934649 2.248670 1.25 0.67 -0.76
H 2.566755 -2.271649 1.639670 0.81 -0.81 0.73
H 3.985755 -2.804649 2.186670 -2.08 -0.11 0.02
O -1.058245 5.179351 -2.522330 -2.10 9.14 -1.54
H -1.637245 4.969351 -1.902330 -4.20 -1.06 4.42
H -0.548245 4.485351 -2.649330 2.35 -3.20 0.37
O 1.180755 -3.731649 -3.863330 0.01 -3.44 -2.16
H 1.251755 -3.244649 -4.663330 0.05 1.05 -0.40
H 1.142755 -3.275649 -3.083330 -0.14 2.34 2.52
O -1.902245 5.088351 -5.083330 1.16 2.78 -5.27
H -2.617245 4.544351 -5.117330 -3.76 -2.31 -1.41
H -1.719245 4.879351 -4.251330 2.43 -0.30 6.35
```
Positions in Å, forces in eV/Å.

Want to see where the charge sits? The Löwdin charges in e are: atom 1 (C): -0.120, atom 2 (C): -0.200, atom 3 (C): -0.129, atom 4 (C): -0.149, atom 5 (N): -0.225, atom 6 (C): -0.021, atom 7 (C): -0.133, atom 8 (C): -0.163, atom 9 (C): -0.124, atom 10 (C): -0.108, atom 11 (C): -0.210, atom 12 (C): -0.129, atom 13 (H): 0.095, atom 14 (H): 0.102, atom 15 (H): 0.008, atom 16 (H): 0.156, atom 17 (H): 0.063, atom 18 (H): 0.083, atom 19 (H): 0.096, atom 20 (H): 0.142, atom 21 (H): 0.086, atom 22 (H): 0.093, atom 23 (H): 0.151, atom 24 (H): 0.139, atom 25 (H): 0.068, atom 26 (H): 0.131, atom 27 (H): 0.148, atom 28 (H): 0.143, atom 29 (H): 0.185, atom 30 (H): 0.165, atom 31 (H): 0.129, atom 32 (H): 0.131, atom 33 (H): 0.131, atom 34 (H): 0.056, atom 35 (H): 0.075, atom 36 (H): 0.116, atom 37 (O): 0.166, atom 38 (C): -0.366, atom 39 (O): 0.352, atom 40 (B): -1.001, atom 41 (O): 0.306, atom 42 (C): -0.360, atom 43 (O): 0.047, atom 44 (O): 0.271, atom 45 (C): -0.290, atom 46 (O): 0.212, atom 47 (C): -0.329, atom 48 (O): 0.264, atom 49 (O): 0.131, atom 50 (O): -0.191, atom 51 (H): 0.024, atom 52 (H): 0.142, atom 53 (O): 0.028, atom 54 (H): -0.045, atom 55 (H): 0.014, atom 56 (O): -0.056, atom 57 (H): 0.059, atom 58 (H): -0.028, atom 59 (O): 0.076, atom 60 (H): 0.016, atom 61 (H): 0.095, atom 62 (O): -0.041, atom 63 (H): 0.078, atom 64 (H): -0.089, atom 65 (O): -0.126, atom 66 (H): 0.025, atom 67 (H): -0.006, atom 68 (O): 0.066, atom 69 (H): 0.007, atom 70 (H): -0.080, atom 71 (O): -0.035, atom 72 (H): 0.003, atom 73 (H): 0.035, atom 74 (O): -0.047, atom 75 (H): 0.030, atom 76 (H): 0.031, atom 77 (O): 0.031, atom 78 (H): -0.025, atom 79 (H): 0.009, atom 80 (O): -0.094, atom 81 (H): 0.136, atom 82 (H): -0.135, atom 83 (O): -0.111, atom 84 (H): -0.003, atom 85 (H): 0.066, atom 86 (O): 0.074, atom 87 (H): -0.013, atom 88 (H): -0.213, atom 89 (O): 0.015, atom 90 (H): 0.026, atom 91 (H): -0.054, atom 92 (O): 0.035, atom 93 (H): -0.017, atom 94 (H): -0.099